The following is a quantum chemistry calculation of one molecule with the formula C7H10, from the OMol25 dataset.

```
17
Properties=species:S:1:pos:R:3:forces:R:3
C -1.2410 1.4302 -0.9653 1.42 1.52 8.28
C -1.2964 2.1325 0.1981 -0.49 -0.39 -3.21
C 0.9129 0.3622 0.4885 -1.32 1.03 2.68
C -0.3411 -0.3925 1.0511 -0.47 -0.84 -1.42
C -0.5308 0.9364 0.3593 2.00 -2.04 -1.63
C 1.7213 -0.2606 -0.5916 0.05 -0.84 0.22
C -0.6383 -1.6347 0.1592 0.41 1.09 1.11
H -1.5707 1.3256 -1.8955 -1.15 -0.51 -3.61
H -1.7036 3.0398 0.6145 0.13 -0.09 0.27
H 1.5345 0.7635 1.3254 -0.50 -0.03 -0.82
H -0.5858 -0.5928 2.0929 0.56 0.69 0.10
H 2.5516 0.3433 -0.8561 0.91 0.61 -0.13
H 1.2188 -0.4893 -1.4987 -0.93 0.22 -0.86
H 2.0801 -1.2571 -0.3057 0.33 0.27 0.33
H -1.2258 -2.4344 0.5464 -0.69 -0.28 0.88
H 0.3041 -2.0941 -0.1025 -0.01 -0.07 -0.60
H -1.1897 -1.1781 -0.6201 -0.24 -0.32 -1.59
```
Positions in Å, forces in eV/Å.

## Properties
maximum force	8.53	eV Å⁻¹
multiplicity	1
LUMO	1.1878	eV
charge	0
HOMO-LUMO gap	9.494	eV
SMILES	C[C@@H]1[C@H](C)C12C=C2
relative energy (zero: lowest compared OMol25 entry of this formula, charge and spin)	464.15	kJ/mol

***

The following is a quantum chemistry calculation of one molecule with the formula C7H10, from the OMol25 dataset.

```
17
Properties=species:S:1:pos:R:3:forces:R:3
C 0.5271 1.4775 0.7245 0.23 -0.01 0.02
C -0.6849 0.6600 1.0168 0.03 -0.06 0.34
C -0.5555 1.3695 -0.3137 -0.11 -0.05 -0.10
C -0.5685 0.0071 -1.0559 -0.26 -0.42 0.08
C 0.8261 -0.7031 -1.2255 0.22 0.14 0.69
C 0.5089 -1.5129 0.1616 0.31 -0.37 2.05
C -0.7207 -0.7369 0.3479 -0.77 -0.51 0.83
H 0.5658 2.4332 1.2431 -0.01 -0.15 -0.14
H 1.4955 1.0013 0.6054 -0.11 0.06 -0.02
H -1.3606 0.8911 1.8370 0.17 0.06 -0.15
H -1.0776 2.2624 -0.6563 0.09 -0.32 0.07
H -1.2748 -0.0586 -1.8865 0.18 -0.04 0.08
H 1.6776 -0.0225 -1.2566 -0.10 0.05 0.03
H 0.8903 -1.3349 -2.1366 -0.07 -0.04 0.91
H 0.4530 -2.5810 -0.0180 -0.75 0.03 -0.58
H 0.4372 -1.6927 1.4691 3.16 0.73 -2.36
H -1.1389 -1.4597 1.1437 -2.20 0.89 -1.73
```
Positions in Å, forces in eV/Å.

## Properties
maximum force	4.01	eV Å⁻¹
multiplicity	1
LUMO	1.1573	eV
charge	0
HOMO-LUMO gap	9.759	eV
SMILES	C1C[C@H]2[C@@H]1[C@H]1C[C@@H]21
relative energy (zero: lowest compared OMol25 entry of this formula, charge and spin)	599.74	kJ/mol

***

The following is a quantum chemistry calculation of one molecule with the formula C7H10, from the OMol25 dataset.

```
17
Properties=species:S:1:pos:R:3:forces:R:3
C 1.5724 0.5042 -0.8800 -0.04 -0.04 0.04
C 0.0900 0.7736 -0.9966 0.06 0.05 -0.10
C -0.9663 -0.2422 -0.6696 -0.05 -0.16 -0.11
C -0.5376 -1.4413 0.1746 -0.01 -0.01 -0.02
C -0.2180 -0.8361 1.5237 0.02 0.15 0.00
C -0.3963 0.4871 1.5308 0.04 -0.20 0.00
C -0.8281 0.9941 0.1966 -0.05 0.24 0.07
H 1.8829 -0.3112 -1.5451 -0.03 0.13 0.08
H 2.1397 1.3993 -1.1550 -0.06 -0.13 0.06
H 1.8481 0.2326 0.1436 -0.01 -0.02 -0.15
H -0.1786 1.3963 -1.8493 0.06 -0.06 0.16
H -1.8096 -0.3579 -1.3449 0.18 0.04 0.07
H 0.3413 -1.9385 -0.2623 -0.12 0.04 0.10
H -1.3230 -2.2038 0.2452 0.08 0.14 0.00
H 0.1370 -1.4304 2.3616 -0.05 0.13 -0.10
H -0.2555 1.1278 2.3966 0.05 -0.07 -0.15
H -1.4984 1.8463 0.1301 -0.05 -0.24 0.08
```
Positions in Å, forces in eV/Å.

## Properties
maximum force	0.26	eV Å⁻¹
multiplicity	1
LUMO	1.1860	eV
charge	0
HOMO-LUMO gap	9.928	eV
SMILES	C[C@@H]1[C@@H]2C=CC[C@H]12
relative energy (zero: lowest compared OMol25 entry of this formula, charge and spin)	109.35	kJ/mol

***

The following is a quantum chemistry calculation of C7H10 as an isolated structure, from the OMol25 dataset.

```
17
Properties=species:S:1:pos:R:3:forces:R:3
C -1.1417 0.1616 -1.1149 -0.03 -0.05 -0.29
C -1.3545 0.0643 0.4192 -0.23 0.11 0.06
C -0.5607 -0.9978 0.7500 0.13 -0.29 -0.04
C 0.7815 -0.3087 0.6456 0.26 -0.23 0.04
C 0.6609 0.8929 1.5902 0.00 0.03 0.13
C -0.4619 1.2954 0.6538 -0.08 0.34 0.10
C 0.2476 0.6724 -0.5855 0.13 0.18 -0.26
H -1.1987 -0.7605 -1.6973 0.01 0.14 0.12
H -1.6701 0.9770 -1.6255 0.08 -0.12 0.12
H 0.6646 -2.7475 -1.7493 0.06 0.04 -0.02
H 1.1232 -2.1624 -1.7331 -0.04 -0.06 -0.01
H -0.7263 -1.9832 0.3178 0.00 0.16 0.09
H 1.6937 -0.9075 0.5820 -0.17 0.09 0.01
H 0.4235 0.6752 2.6372 0.03 0.04 -0.15
H 1.5173 1.5698 1.5189 -0.12 -0.09 -0.02
H -0.9225 2.2847 0.6044 0.07 -0.16 0.00
H 0.9240 1.2743 -1.2135 -0.10 -0.11 0.11
```
Positions in Å, forces in eV/Å.

## Properties
maximum force	0.36	eV Å⁻¹
multiplicity	1
LUMO (spin up / spin down)	0.2927 / 0.3060	eV
charge	0
HOMO-LUMO gap (spin up / spin down)	8.235 / 8.257	eV
relative energy (zero: lowest compared OMol25 entry of this formula, charge and spin)	618.42	kJ/mol

***

The following is a quantum chemistry calculation of a 2-piece molecular cluster, C7H10 overall, from the OMol25 dataset.

```
17
Properties=species:S:1:pos:R:3:forces:R:3
C 0.0251 2.0962 0.2511 0.16 0.11 -0.11
C -0.9794 1.1338 0.9039 -0.17 -0.21 0.47
C -0.8382 1.3011 -0.6403 0.05 0.02 -0.18
C -0.2500 0.1488 -1.3620 0.10 -0.11 0.12
C 0.4208 -0.8033 -0.7144 -0.10 0.15 -0.11
C 0.5045 -0.8243 0.7922 -0.07 -0.01 0.07
C -0.4826 -0.0307 1.5863 0.06 0.19 -0.45
H -0.1929 3.1488 0.4041 0.01 -0.18 -0.02
H 1.0779 1.8335 0.3071 -0.19 -0.01 0.00
H -1.8276 1.6492 1.3512 0.16 -0.09 -0.09
H -1.6648 1.8198 -1.1198 0.12 -0.09 0.10
H -0.3725 0.1146 -2.4420 0.01 0.00 0.15
H 0.8598 -1.6358 -1.2600 -0.08 0.15 0.08
H 1.1290 -3.9381 -0.4069 -0.04 -0.05 0.04
H 0.5435 -1.8558 1.1641 0.01 0.19 -0.04
H 1.4644 -0.3946 1.1416 -0.08 -0.03 -0.01
H 0.5074 -4.0262 -0.0096 0.05 -0.02 -0.04
```
Positions in Å, forces in eV/Å.

## Properties
maximum force	0.55	eV Å⁻¹
multiplicity	1
LUMO	0.4009	eV
charge	0
HOMO-LUMO gap	8.317	eV
relative energy (zero: lowest compared OMol25 entry of this formula, charge and spin)	495.00	kJ/mol

***

The following is a quantum chemistry calculation of a 2-piece molecular cluster, C7H10 overall, from the OMol25 dataset.

```
17
Properties=species:S:1:pos:R:3:forces:R:3
C 0.9870 -0.7529 1.2061 -0.01 -0.05 0.12
C 1.2748 0.4374 0.3200 0.20 0.26 -0.05
C 1.2151 -0.9918 -0.2513 0.20 -0.39 -0.06
C -0.0194 -0.6203 -1.0948 0.08 -0.29 -0.11
C -1.5310 -0.7010 -0.6806 -0.30 -0.23 -0.25
C -1.3735 0.7422 -0.2572 -0.11 0.01 -0.30
C -0.0278 0.6993 -0.4257 -0.23 -0.33 0.00
H 1.8044 -1.0659 1.8507 -0.09 0.15 -0.08
H 0.0012 -0.8849 1.6504 0.17 0.07 -0.13
H 2.1248 1.0852 0.5138 -0.16 -0.10 -0.15
H 2.0469 -1.5855 -0.6125 -0.09 -0.01 0.13
H 0.1422 -0.6189 -2.1754 0.07 -0.03 0.19
H -1.6236 -1.3630 0.1923 -0.14 0.19 -0.16
H -2.2939 -0.9558 -1.4164 0.07 -0.21 -0.14
H -2.0979 1.5056 0.0051 0.13 -0.21 0.39
H -0.5318 2.4995 0.8937 0.34 0.57 0.00
H -0.0975 2.5708 0.2818 -0.15 0.60 0.61
```
Positions in Å, forces in eV/Å.

## Properties
maximum force	0.87	eV Å⁻¹
multiplicity	1
LUMO	1.0990	eV
charge	0
HOMO-LUMO gap	9.560	eV
SMILES	C1=C2[C@H]3C[C@H]3[C@H]2C1.[H][H]
relative energy (zero: lowest compared OMol25 entry of this formula, charge and spin)	577.06	kJ/mol

***

The following is a quantum chemistry calculation of one molecule with the formula C7H10, from the OMol25 dataset.

```
17
Properties=species:S:1:pos:R:3:forces:R:3
C 1.0707 -1.1736 0.3186 -0.05 -0.03 -0.06
C 0.9561 0.0309 -0.6115 -0.02 -0.11 0.01
C -0.2109 -0.0363 -1.5777 -0.20 -0.15 -0.04
C -1.2437 -0.8711 -1.5057 0.15 -0.01 0.00
C 0.6574 1.3388 0.1106 -0.08 0.17 0.37
C -0.0352 1.3227 1.2175 -0.30 -0.11 0.06
C -0.9179 1.1070 2.1601 0.37 0.13 -0.15
H 1.2379 -2.0761 -0.2764 -0.03 0.05 0.11
H 1.9000 -1.0620 1.0268 -0.13 0.07 -0.20
H 0.1570 -1.3046 0.9038 0.12 -0.02 -0.07
H 1.8945 0.1221 -1.1698 -0.11 0.11 -0.01
H -0.2467 0.7853 -2.2960 0.03 -0.21 0.02
H -1.9291 0.8868 1.8444 -0.20 0.17 0.02
H -2.1030 -0.7687 -2.1561 0.09 0.05 -0.10
H -1.2997 -1.6839 -0.7890 0.13 0.08 -0.02
H 0.8369 2.2707 -0.4263 0.04 -0.14 0.19
H -0.7243 1.1118 3.2268 0.20 -0.03 -0.13
```
Positions in Å, forces in eV/Å.

## Properties
maximum force	0.42	eV Å⁻¹
multiplicity	1
LUMO	1.1036	eV
charge	0
HOMO-LUMO gap	10.269	eV
SMILES	C=C=C[C@@H](C)C=C
relative energy (zero: lowest compared OMol25 entry of this formula, charge and spin)	236.83	kJ/mol

***

The following is a quantum chemistry calculation of a 2-piece molecular cluster, C7H10 overall, from the OMol25 dataset.

```
17
Properties=species:S:1:pos:R:3:forces:R:3
C 1.7721 0.1778 0.6186 0.36 0.11 0.12
C 1.3350 -1.2248 0.4005 0.01 -0.16 -0.02
C 0.3429 -0.1184 0.1511 0.10 0.44 0.04
C -0.7852 0.2699 1.0337 0.02 -0.01 -0.09
C -1.5997 1.0874 0.3323 0.14 0.21 -0.03
C -1.1226 1.1834 -1.0457 0.07 0.15 0.10
C -0.0144 0.4286 -1.1815 -0.15 -0.20 0.03
H 2.4324 0.6386 -0.1084 -0.12 -0.09 0.08
H 1.9050 0.5418 1.6310 -0.08 -0.10 -0.09
H 1.1905 -1.8512 1.2776 -0.11 0.14 -0.18
H 1.7160 -1.7543 -0.4678 -0.09 0.09 0.09
H -1.4507 -1.4028 -0.3980 -0.39 -0.46 0.13
H -0.9101 -0.0530 2.0643 0.19 0.24 -0.16
H -2.4517 1.6360 0.7204 0.03 -0.25 -0.05
H -1.6170 1.7501 -1.8261 0.05 -0.14 0.06
H -1.2149 -1.4386 -1.0964 -0.23 -0.38 -0.23
H 0.4723 0.1295 -2.1055 0.19 0.40 0.19
```
Positions in Å, forces in eV/Å.

## Properties
maximum force	0.62	eV Å⁻¹
multiplicity	1
LUMO	1.0820	eV
charge	0
HOMO-LUMO gap	9.591	eV
SMILES	C1=CC2(C=C1)CC2.[H][H]
relative energy (zero: lowest compared OMol25 entry of this formula, charge and spin)	273.50	kJ/mol

***

The following is a quantum chemistry calculation of one molecule with the formula C7H10, from the OMol25 dataset.

```
17
Properties=species:S:1:pos:R:3:forces:R:3
C -0.7848 1.5576 0.6221 -1.07 1.61 0.89
C -1.6905 2.3557 0.0372 0.90 -1.31 -0.61
C -0.0951 -0.7189 0.9551 -0.35 0.81 -1.52
C -0.1483 0.3518 0.1145 1.47 -1.14 -0.50
C 0.6185 0.3930 -1.1807 0.89 -0.21 0.06
C 1.6324 -0.4434 -1.4447 -0.37 0.22 0.45
C 0.1795 -2.1898 0.6401 -0.14 1.28 1.47
H -0.5901 1.8139 1.6646 0.00 -0.47 0.07
H -1.8761 2.1930 -1.0176 -0.40 0.16 -0.07
H -2.2962 3.0566 0.5811 0.23 0.39 0.06
H -0.4654 -0.4815 1.9469 -0.08 -0.41 0.12
H 0.6482 1.2490 -1.8521 -0.96 0.17 0.32
H 2.3440 -0.2735 -2.2419 -0.26 -0.01 -0.18
H 1.8419 -1.2515 -0.7699 0.24 -0.27 -0.03
H 1.1650 -2.4800 1.0090 0.10 -0.11 -0.12
H -0.5402 -2.6306 1.3272 -0.03 -0.87 -0.39
H 0.0573 -2.5013 -0.3910 -0.16 0.16 -0.02
```
Positions in Å, forces in eV/Å.

## Properties
maximum force	2.12	eV Å⁻¹
multiplicity	1
LUMO	0.8229	eV
charge	0
HOMO-LUMO gap	9.099	eV
SMILES	C=CC(C=C)=CC
relative energy (zero: lowest compared OMol25 entry of this formula, charge and spin)	230.00	kJ/mol

***

The following is a quantum chemistry calculation of one molecule with the formula C7H10BrNO, from the OMol25 dataset.

```
20
Properties=species:S:1:pos:R:3:forces:R:3
C 2.0223 -1.7702 0.1102 0.05 -0.54 0.39
C 1.9405 -0.3994 0.0089 -5.71 3.11 -2.12
C 0.5941 0.3097 -0.3887 5.51 -1.14 1.67
C 0.2819 2.4721 0.7029 -0.41 -1.06 1.27
C -2.4470 -1.6241 0.1884 2.67 -0.66 0.05
C 0.6686 1.8370 -0.5418 0.20 -2.53 -1.84
C -0.9456 -1.5629 -0.3549 -0.42 -0.89 -0.08
N 2.0277 -2.9062 0.2749 0.25 -0.95 -0.01
O -0.6396 -0.1578 -0.4354 1.36 0.50 0.17
Br 3.5673 0.5156 -0.1325 0.24 0.20 0.10
H -0.5814 2.0079 1.1419 -0.25 -0.30 0.52
H 1.1081 2.5477 1.3508 0.88 -0.40 1.24
H 0.0330 3.4331 0.5157 -1.01 3.30 -0.62
H -2.5227 -1.0093 1.1320 0.25 -1.51 -0.41
H -3.0889 -1.0464 -0.4657 -0.23 -0.62 -0.63
H -2.5484 -2.7730 0.1947 -0.94 2.00 0.53
H -0.0727 2.0022 -1.3184 0.09 0.51 -0.33
H 1.6768 2.1713 -0.8260 -0.56 -0.34 -0.32
H -0.9236 -1.9054 -1.4559 0.10 0.08 1.82
H -0.1501 -2.1420 0.2988 -2.06 1.24 -1.39
```
Positions in Å, forces in eV/Å.

## Properties
maximum force	6.84	eV Å⁻¹
multiplicity	1
LUMO	0.3271	eV
charge	0
HOMO-LUMO gap	8.682	eV
SMILES	CCO/C(CC)=C(/Br)C#N
relative energy (zero: lowest compared OMol25 entry of this formula, charge and spin)	128.35	kJ/mol